1.
{"formula": "C45H49N11O3Y", "method": "wB97M-V/def2-TZVPD", "elements": ["Y", "C", "C", "C", "C", "N", "C", "C", "C", "C", "C", "C", "N", "C", "C", "C", "C", "C", "N", "H", "H", "H", "H", "H", "H", "H", "H", "H", "H", "H", "O", "C", "C", "C", "C", "C", "C", "C", "O", "N", "N", "C", "C", "C", "C", "C", "C", "C", "O", "H", "H", "H", "H", "H", "H", "H", "H", "H", "H", "C", "N", "C", "C", "N", "C", "C", "C", "C", "C", "C", "N", "C", "N", "C", "C", "N", "C", "C", "N", "C", "C", "H", "H", "H", "H", "H", "H", "H", "H", "H", "H", "H", "H", "H", "H", "H", "H", "H", "H", "H", "H", "H", "H", "H", "H", "H", "H", "H", "H"], "xyz": [[-0.353, -0.590, 0.065], [0.959, -1.573, -4.575], [1.461, -2.859, -4.562], [1.558, -3.522, -3.351], [1.158, -2.882, -2.182], [0.679, -1.633, -2.196], [0.581, -1.007, -3.369], [1.245, -3.581, -0.858], [1.689, -4.899, -0.790], [1.690, -5.556, 0.423], [1.243, -4.884, 1.542], [0.846, -3.560, 1.411], [0.858, -2.917, 0.238], [0.330, -2.819, 2.599], [0.552, -3.267, 3.896], [-0.008, -2.572, 4.955], [-0.780, -1.455, 4.692], [-0.926, -1.055, 3.375], [-0.373, -1.710, 2.351], [0.856, -1.009, -5.491], [1.770, -3.349, -5.476], [1.943, -4.528, -3.337], [0.183, -0.004, -3.332], [2.010, -5.426, -1.673], [2.012, -6.586, 0.489], [1.182, -5.388, 2.493], [1.160, -4.138, 4.086], [0.156, -2.908, 5.970], [-1.252, -0.889, 5.481], [-1.505, -0.180, 3.123], [-3.716, 3.668, 1.868], [-2.521, 4.005, 2.391], [-2.401, 5.275, 2.956], [-1.202, 5.685, 3.502], [-0.092, 4.841, 3.501], [-0.208, 3.590, 2.931], [-1.406, 3.151, 2.364], [-1.432, 1.824, 1.698], [-0.330, 1.189, 1.530], [-2.607, 1.383, 1.315], [-2.517, 0.117, 0.714], [-3.655, -0.485, 0.646], [-3.916, -1.793, 0.095], [-5.224, -2.290, 0.211], [-5.564, -3.535, -0.267], [-4.576, -4.305, -0.888], [-3.286, -3.841, -1.025], [-2.918, -2.574, -0.535], [-1.695, -2.138, -0.664], [-3.650, 2.718, 1.602], [-3.270, 5.919, 2.957], [-1.131, 6.673, 3.939], [0.843, 5.166, 3.935], [0.641, 2.920, 2.890], [-4.512, 0.048, 1.063], [-5.973, -1.673, 0.696], [-6.573, -3.908, -0.167], [-4.827, -5.287, -1.272], [-2.524, -4.433, -1.516], [5.438, -0.566, 0.128], [4.093, -0.663, -0.418], [4.043, -0.703, -1.868], [2.998, -0.370, 0.340], [1.933, 0.283, -0.080], [2.090, 1.350, -0.991], [3.274, 2.088, -1.089], [3.455, 3.073, -2.045], [2.435, 3.344, -2.942], [1.218, 2.704, -2.785], [0.990, 1.781, -1.761], [-0.309, 1.260, -1.524], [-1.343, 2.093, -1.654], [-1.279, 3.432, -1.445], [-0.301, 4.065, -0.574], [-2.029, 4.378, -2.256], [-2.555, 1.579, -1.976], [-3.798, 2.177, -1.512], [-2.686, 0.353, -2.752], [3.009, -0.830, 1.624], [3.787, -1.982, 2.037], [2.457, -0.026, 2.708], [6.001, 0.169, -0.454], [5.967, -1.520, 0.082], [5.406, -0.226, 1.160], [4.486, 0.196, -2.304], [3.015, -0.778, -2.201], [4.600, -1.577, -2.212], [4.084, 1.864, -0.405], [4.394, 3.608, -2.096], [2.569, 4.067, -3.735], [0.394, 2.949, -3.445], [0.211, 3.328, 0.035], [-0.823, 4.759, 0.086], [0.436, 4.615, -1.164], [-2.566, 3.864, -3.048], [-1.322, 5.075, -2.713], [-2.738, 4.950, -1.653], [-3.593, 2.911, -0.739], [-4.421, 1.390, -1.082], [-4.358, 2.648, -2.323], [-1.956, -0.399, -2.468], [-2.602, 0.552, -3.824], [-3.670, -0.069, -2.560], [4.718, -1.704, 2.539], [4.022, -2.604, 1.176], [3.195, -2.567, 2.743], [1.773, 0.718, 2.308], [3.266, 0.461, 3.263], [1.911, -0.668, 3.400]], "atomic_forces_ev_per_a": [[0.6, -0.5, -0.2], [0.0, 0.0, 0.0], [0.0, 0.0, 0.0], [0.0, 0.0, 0.0], [0.1, -0.1, 0.1], [-0.1, 0.0, 0.1], [0.0, 0.0, 0.0], [0.0, 0.1, -0.1], [0.0, 0.0, 0.0], [0.0, 0.0, 0.0], [0.0, 0.0, 0.0], [0.0, 0.0, 0.1], [0.0, 0.1, 0.0], [0.0, 0.0, -0.1], [0.0, 0.0, 0.0], [0.0, 0.0, 0.0], [0.0, 0.0, 0.0], [0.0, -0.1, 0.0], [-0.1, 0.1, 0.0], [0.0, 0.0, 0.0], [0.0, 0.0, 0.0], [0.0, 0.0, 0.0], [0.0, 0.0, 0.0], [0.0, 0.0, 0.0], [0.0, 0.0, 0.0], [0.0, 0.0, 0.0], [0.0, 0.0, 0.0], [0.0, 0.0, 0.0], [0.0, 0.0, 0.0], [0.0, 0.0, 0.0], [0.0, 0.0, 0.0], [-0.1, 0.0, 0.0], [0.0, 0.0, 0.0], [0.0, 0.0, 0.0], [-0.1, 0.0, 0.0], [0.0, 0.0, 0.0], [0.1, 0.0, 0.0], [0.0, 0.3, 0.1], [-0.1, 0.0, 0.0], [0.0, -0.3, 0.1], [-0.5, 0.2, 0.1], [0.0, 0.0, 0.0], [-0.1, 0.1, 0.1], [0.0, 0.0, 0.0], [0.0, 0.1, 0.0], [0.0, -0.1, 0.0], [-0.1, 0.0, 0.0], [0.1, 0.1, 0.0], [-0.2, -0.1, -0.1], [0.0, 0.0, 0.0], [0.0, 0.0, 0.0], [0.0, 0.0, 0.0], [0.0, 0.0, 0.0], [0.0, 0.0, 0.0], [0.0, 0.0, 0.0], [0.0, 0.0, 0.0], [0.0, 0.0, 0.0], [0.0, 0.0, 0.0], [0.0, 0.0, 0.0], [0.0, 0.0, 0.0], [0.0, 0.0, 0.0], [0.0, -0.1, 0.0], [0.0, 0.1, 0.1], [0.2, 0.2, -0.1], [-0.1, 0.1, 0.0], [0.1, -0.1, 0.0], [0.0, 0.0, 0.0], [0.0, 0.0, 0.0], [-0.1, 0.0, 0.0], [0.0, 0.0, 0.0], [0.1, 0.1, 0.0], [0.1, -0.1, 0.1], [0.0, 0.0, 0.0], [0.0, 0.0, 0.0], [0.0, 0.0, 0.0], [0.0, 0.0, 0.0], [0.0, 0.0, 0.0], [-0.1, 0.0, 0.0], [0.0, 0.0, 0.0], [0.0, 0.0, 0.0], [0.0, 0.0, 0.0], [0.0, 0.0, 0.0], [0.0, 0.0, 0.0], [0.0, 0.0, 0.0], [0.0, 0.0, 0.0], [-0.1, 0.0, 0.0], [0.0, 0.0, 0.0], [0.0, 0.0, 0.0], [0.0, 0.0, 0.0], [0.0, 0.0, 0.0], [0.0, 0.0, 0.0], [0.0, 0.0, 0.0], [0.0, 0.0, 0.0], [0.0, 0.0, 0.0], [0.0, 0.0, 0.0], [0.0, 0.0, 0.0], [0.0, 0.0, 0.0], [0.0, 0.0, 0.0], [0.0, 0.0, 0.0], [0.0, 0.0, 0.0], [0.0, 0.0, 0.0], [0.0, 0.0, 0.0], [0.0, 0.0, 0.0], [0.0, 0.0, 0.0], [0.0, 0.0, 0.0], [0.0, 0.0, 0.0], [0.0, 0.0, 0.0], [0.0, 0.0, 0.0], [0.0, 0.0, 0.0]], "lowdin_charge": [1.499, -0.024, -0.035, 0.001, -0.205, 0.074, -0.119, -0.174, 0.009, -0.020, 0.006, -0.201, 0.122, -0.219, -0.013, -0.033, -0.020, -0.094, 0.066, 0.116, 0.118, 0.102, 0.086, 0.104, 0.122, 0.112, 0.110, 0.120, 0.119, 0.100, 0.044, -0.278, -0.013, -0.075, -0.085, -0.038, -0.102, -0.471, -0.188, 0.045, -0.058, -0.076, -0.153, -0.047, -0.094, -0.078, -0.015, -0.355, -0.233, 0.055, 0.120, 0.107, 0.100, 0.107, 0.132, 0.113, 0.101, 0.106, 0.109, -0.046, -0.138, -0.028, -0.382, 0.046, -0.221, -0.040, -0.082, -0.084, -0.049, -0.257, 0.028, -0.371, -0.122, -0.014, -0.037, -0.120, -0.046, -0.020, -0.126, -0.052, -0.017, 0.097, 0.097, 0.088, 0.094, 0.071, 0.101, 0.115, 0.106, 0.106, 0.121, 0.088, 0.101, 0.097, 0.090, 0.097, 0.100, 0.076, 0.081, 0.097, 0.047, 0.099, 0.095, 0.092, 0.096, 0.080, 0.064, 0.100, 0.075], "total_energy_ha": -2610.66150, "total_charge": 1, "max_force_ev_per_a": 0.8}

2.
{"formula": "C45H49N7O2STl", "method": "wB97M-V/def2-TZVPD", "elements": ["Tl", "O", "C", "C", "C", "C", "C", "C", "C", "C", "C", "O", "C", "C", "C", "C", "C", "C", "C", "C", "C", "C", "C", "C", "N", "C", "C", "C", "C", "C", "C", "C", "C", "C", "C", "C", "C", "H", "H", "H", "H", "H", "H", "H", "H", "H", "H", "H", "H", "H", "H", "H", "H", "H", "H", "H", "H", "H", "H", "H", "H", "H", "H", "H", "N", "C", "N", "C", "C", "C", "C", "C", "C", "H", "H", "H", "H", "H", "H", "N", "N", "H", "H", "H", "H", "C", "N", "C", "C", "S", "N", "C", "C", "H", "H", "H", "H", "H", "H", "H", "H", "H", "H", "H", "H"], "xyz": [[-0.431, -0.271, -0.006], [1.404, -0.626, -1.092], [2.053, 0.228, -1.980], [1.205, 1.526, -2.233], [1.126, 2.390, -1.012], [2.012, 3.433, -0.785], [1.936, 4.124, 0.410], [0.958, 3.790, 1.332], [0.055, 2.783, 1.021], [-1.102, 2.471, 1.918], [-0.851, 1.227, 2.816], [-0.817, 0.029, 2.068], [0.462, 1.488, 3.562], [1.629, 0.831, 3.201], [2.831, 1.118, 3.834], [2.877, 2.081, 4.830], [1.712, 2.740, 5.202], [0.511, 2.439, 4.579], [-1.977, 1.050, 3.842], [-3.099, 1.861, 3.921], [-4.110, 1.581, 4.834], [-4.006, 0.495, 5.684], [-2.883, -0.322, 5.616], [-1.879, -0.040, 4.707], [0.169, 2.088, -0.122], [3.427, 0.657, -1.441], [4.398, 1.142, -2.312], [5.591, 1.653, -1.821], [5.825, 1.686, -0.453], [4.869, 1.186, 0.417], [3.681, 0.666, -0.076], [2.240, -0.572, -3.271], [3.019, -1.727, -3.182], [3.181, -2.563, -4.273], [2.559, -2.257, -5.480], [1.797, -1.106, -5.582], [1.630, -0.272, -4.480], [0.195, 1.196, -2.496], [1.644, 2.088, -3.057], [2.757, 3.681, -1.529], [2.629, 4.931, 0.614], [0.879, 4.313, 2.275], [-1.988, 2.271, 1.317], [-1.283, 3.336, 2.555], [1.588, 0.076, 2.431], [3.730, 0.586, 3.549], [3.814, 2.321, 5.316], [1.743, 3.492, 5.980], [-0.395, 2.948, 4.890], [-3.209, 2.728, 3.281], [-4.985, 2.218, 4.872], [-4.785, 0.285, 6.405], [-2.793, -1.175, 6.275], [-1.003, -0.676, 4.659], [4.217, 1.136, -3.381], [6.335, 2.034, -2.510], [6.749, 2.101, -0.072], [5.035, 1.218, 1.487], [2.929, 0.282, 0.601], [3.504, -1.955, -2.241], [3.803, -3.445, -4.189], [2.681, -2.908, -6.336], [1.341, -0.841, -6.528], [1.025, 0.621, -4.586], [-3.874, 2.447, -1.539], [-2.691, 1.822, -1.729], [-2.507, 0.831, -0.899], [-3.651, 0.779, -0.105], [-4.022, -0.113, 0.900], [-5.252, 0.074, 1.492], [-6.099, 1.125, 1.114], [-5.754, 2.009, 0.112], [-4.523, 1.805, -0.501], [-4.223, 3.225, -2.071], [-1.985, 2.131, -2.485], [-3.360, -0.914, 1.201], [-5.574, -0.606, 2.268], [-7.046, 1.241, 1.623], [-6.414, 2.811, -0.191], [1.038, -2.240, 2.350], [0.712, -2.312, 0.969], [1.242, -3.152, 2.739], [0.246, -1.827, 2.829], [0.136, -3.108, 0.721], [1.564, -2.308, 0.419], [-1.457, -1.316, -3.483], [-1.090, -2.708, -3.244], [-0.982, -3.516, -4.457], [-1.174, -3.231, -2.012], [-2.046, -2.374, -0.782], [-0.606, -4.422, -1.755], [-0.964, -5.252, -0.612], [0.499, -4.966, -2.537], [-1.106, -1.039, -4.475], [-0.984, -0.670, -2.749], [-2.539, -1.179, -3.418], [-1.704, -3.137, -5.179], [-1.234, -4.552, -4.254], [0.013, -3.456, -4.900], [-1.811, -4.831, -0.085], [-0.115, -5.346, 0.070], [-1.223, -6.252, -0.965], [0.990, -4.185, -3.112], [0.180, -5.773, -3.200], [1.230, -5.381, -1.842]], "atomic_forces_ev_per_a": [[0.2, -0.1, 0.3], [-0.5, 0.0, 0.5], [0.0, 0.3, -0.4], [0.3, -0.3, 0.2], [0.1, 0.1, 0.0], [-0.1, 0.0, -0.1], [0.0, 0.0, 0.0], [0.0, 0.0, -0.1], [0.0, 0.2, 0.0], [0.1, -0.4, 0.1], [-0.1, 0.2, 0.0], [0.1, 0.0, -0.3], [0.0, -0.2, 0.0], [-0.1, 0.1, -0.1], [0.0, 0.1, 0.0], [0.1, 0.0, 0.0], [0.0, 0.0, 0.0], [0.0, 0.1, 0.0], [0.0, -0.1, -0.2], [0.0, 0.0, 0.0], [-0.1, 0.0, 0.0], [0.0, 0.0, 0.0], [0.1, 0.0, 0.0], [-0.1, 0.0, 0.0], [0.1, -0.2, 0.0], [-0.2, 0.0, 0.0], [0.0, 0.1, 0.1], [0.0, 0.0, 0.0], [0.1, 0.0, 0.0], [0.0, 0.0, 0.0], [-0.1, 0.0, 0.0], [-0.1, -0.1, 0.0], [0.0, 0.0, 0.0], [0.0, 0.0, 0.1], [0.0, 0.0, -0.1], [0.0, 0.0, -0.1], [0.1, 0.1, 0.0], [0.1, 0.1, -0.2], [-0.1, 0.0, 0.0], [0.0, 0.0, 0.0], [0.0, 0.0, 0.0], [-0.1, 0.0, 0.0], [-0.1, 0.1, 0.0], [0.0, 0.0, 0.0], [0.0, -0.1, 0.0], [0.0, 0.0, 0.0], [0.0, 0.0, 0.0], [0.0, 0.0, 0.0], [0.0, 0.0, 0.0], [0.0, -0.1, 0.0], [0.0, 0.0, 0.0], [0.0, 0.0, 0.0], [0.0, 0.0, 0.0], [0.0, 0.0, 0.0], [0.0, 0.0, 0.0], [0.0, 0.0, 0.0], [0.0, 0.0, 0.0], [0.0, 0.0, 0.0], [0.0, 0.0, 0.0], [0.0, 0.0, 0.0], [0.0, 0.0, 0.0], [0.0, 0.0, 0.0], [0.0, 0.0, 0.0], [0.0, 0.0, 0.0], [-0.1, 0.1, -0.1], [0.1, 0.0, 0.1], [0.1, -0.1, 0.2], [-0.3, 0.2, -0.3], [0.1, 0.0, 0.0], [0.1, -0.1, 0.1], [0.0, 0.1, 0.0], [-0.1, 0.1, -0.1], [0.2, -0.3, 0.2], [0.0, 0.0, 0.0], [0.0, 0.1, 0.0], [0.0, 0.0, 0.1], [0.0, 0.0, 0.0], [0.0, 0.0, 0.0], [0.0, 0.0, 0.0], [0.1, -0.1, 0.1], [0.0, 0.2, 0.0], [0.0, -0.1, 0.0], [0.0, 0.1, 0.0], [-0.1, 0.0, 0.0], [0.0, 0.0, -0.1], [-0.1, 0.0, 0.0], [0.0, 0.0, 0.1], [0.0, -0.1, -0.1], [0.1, 0.2, 0.0], [0.0, 0.0, 0.0], [0.0, 0.0, -0.1], [-0.1, 0.0, 0.0], [0.2, 0.0, 0.0], [0.0, 0.0, 0.0], [0.0, 0.0, -0.1], [0.0, 0.0, 0.0], [0.0, 0.0, 0.0], [0.0, 0.0, 0.0], [0.0, 0.0, 0.0], [0.0, 0.0, 0.0], [0.0, 0.0, 0.0], [0.0, 0.0, 0.0], [0.0, 0.0, 0.0], [0.0, 0.0, 0.0], [0.0, 0.0, 0.0]], "lowdin_charge": [0.920, -0.256, -0.468, -0.056, -0.253, 0.003, -0.011, 0.015, -0.235, -0.051, -0.447, -0.265, -0.165, -0.033, -0.067, -0.083, -0.071, -0.030, -0.157, -0.038, -0.081, -0.087, -0.067, -0.018, 0.104, -0.168, -0.029, -0.069, -0.080, -0.062, -0.019, -0.159, -0.021, -0.077, -0.099, -0.086, -0.048, 0.090, 0.132, 0.126, 0.120, 0.125, 0.112, 0.126, 0.070, 0.100, 0.103, 0.106, 0.124, 0.108, 0.105, 0.103, 0.105, 0.117, 0.122, 0.106, 0.105, 0.096, 0.099, 0.128, 0.108, 0.106, 0.108, 0.108, 0.144, -0.144, 0.038, -0.244, -0.031, -0.065, -0.071, -0.008, -0.185, 0.166, 0.136, 0.079, 0.113, 0.109, 0.114, -0.016, -0.092, 0.082, 0.053, 0.036, 0.079, -0.079, -0.158, -0.025, -0.652, 0.751, -0.183, -0.066, -0.034, 0.090, 0.024, 0.096, 0.103, 0.090, 0.083, 0.050, 0.092, 0.102, 0.075, 0.099, 0.101], "total_energy_ha": -2848.44182, "total_charge": 1, "max_force_ev_per_a": 0.7}